1.
Molecular formula: C39H34BrCaClN5O2S3
Method: DFT, wB97M-V/def2-TZVPD

Calculated values
Charge ... -1
Energy ... -186055.529 eV
Energy relative to the best compared isomer or geometry (same formula, charge and spin) ... 36.8 kcal per mole

Each line ends with the Löwdin charge.
Cartesian coordinates (Å):
Ca (-0.46746, -0.23559, -1.81914)  1.253
Br (5.86584, -3.36568, -4.36780)  0.642
C (4.39802, -2.21449, -3.96200)  -0.711
C (4.37356, -0.91786, -4.45402)  -0.152
C (3.31136, -0.09452, -4.14576)  -0.018
C (2.21699, -0.51807, -3.35184)  -0.388
O (1.24860, 0.29063, -3.07748)  -0.240
C (2.28963, -1.85613, -2.85409)  -0.113
C (1.24592, -2.40765, -1.92804)  -0.278
N (-0.06384, -2.42748, -2.37064)  -0.060
C (-0.92411, -3.32495, -1.80507)  -0.250
C (-0.62911, -4.64453, -1.47358)  -0.053
C (-1.58847, -5.51721, -0.93875)  -0.104
C (-2.88436, -5.12485, -0.73461)  -0.076
C (-3.25162, -3.79855, -1.05892)  -0.171
C (-4.56669, -3.30850, -0.88834)  -0.030
C (-4.85788, -2.00752, -1.17560)  -0.071
C (-3.81816, -1.16445, -1.61416)  -0.173
N (-2.59311, -1.58670, -1.79887)  0.037
C (-2.28617, -2.89593, -1.56145)  -0.151
C (3.37224, -2.66876, -3.15788)  -0.107
H (5.18636, -0.55474, -5.06945)  0.091
H (3.28183, 0.92215, -4.51683)  0.107
H (1.59708, -3.33943, -1.46914)  0.110
H (0.36539, -5.02460, -1.67299)  0.102
H (-1.29346, -6.53377, -0.70411)  0.097
H (-3.62882, -5.80452, -0.34061)  0.096
H (-5.33200, -3.98416, -0.52134)  0.112
H (-5.85444, -1.60677, -1.04918)  0.102
H (-3.99319, -0.10879, -1.79169)  0.075
H (3.41188, -3.67477, -2.75497)  0.103
C (1.99343, 2.87238, 0.17522)  -0.026
C (1.41694, 1.47820, 0.17972)  -0.249
N (0.15143, 1.31222, 0.02260)  -0.019
N (-0.59009, 2.49676, 0.12748)  -0.097
C (-1.47328, 2.80119, -0.75300)  -1.175
S (-1.94398, 2.09432, -2.24668)  0.451
S (-2.46099, 4.26544, -0.38506)  0.843
C (-1.60889, 5.00438, 1.02850)  -0.447
C (-0.51067, 5.98600, 0.68864)  -0.275
C (-0.22146, 7.02175, 1.57244)  -0.059
C (0.81537, 7.90858, 1.32130)  -0.102
C (1.58387, 7.77068, 0.17513)  -0.107
C (1.29974, 6.74573, -0.71579)  -0.081
C (0.25886, 5.86423, -0.46422)  -0.069
C (2.36352, 0.34916, 0.45001)  -0.069
C (3.45803, 0.65077, 1.26918)  -0.048
C (4.42852, -0.27549, 1.60114)  -0.097
C (4.33419, -1.56284, 1.09068)  -0.081
C (3.25622, -1.90448, 0.30022)  -0.008
C (2.25374, -0.98009, -0.00659)  -0.244
O (1.17499, -1.37607, -0.69715)  -0.173
H (1.52383, 3.44574, -0.61866)  0.065
H (3.06728, 2.85940, 0.01323)  0.078
H (1.76855, 3.39214, 1.11023)  0.096
H (-1.19778, 4.16752, 1.59556)  0.071
H (-2.36875, 5.48777, 1.64554)  0.073
H (-0.81853, 7.13358, 2.47053)  0.106
H (1.02034, 8.70939, 2.02066)  0.094
H (2.39436, 8.45937, -0.02510)  0.094
H (1.88958, 6.63027, -1.61596)  0.103
H (0.03196, 5.08202, -1.17386)  0.090
H (3.54828, 1.65164, 1.66872)  0.103
H (5.25338, 0.01018, 2.23934)  0.094
H (5.09465, -2.30097, 1.31111)  0.100
H (3.16955, -2.90673, -0.09276)  0.107
Cl (-1.60033, -1.94186, 5.28354)  0.649
C (-0.79053, -2.67200, 3.92798)  -0.644
C (0.02938, -3.76846, 4.11009)  -0.103
C (0.64797, -4.30049, 2.99199)  -0.057
C (0.40485, -3.72013, 1.75575)  -0.135
N (-0.38871, -2.66984, 1.58747)  0.114
C (-0.97026, -2.14432, 2.65744)  -0.157
H (0.17965, -4.18428, 5.09687)  0.103
H (1.30767, -5.15310, 3.07642)  0.102
H (0.85967, -4.11739, 0.85710)  0.095
H (-1.57745, -1.26062, 2.50823)  0.044
C (-3.86290, 1.92413, 2.12916)  -0.401
S (-3.19713, 0.44744, 1.34655)  0.760
C (-4.23450, -0.79470, 2.14075)  -0.418
H (-4.93842, 1.98888, 1.96535)  0.038
H (-3.38480, 2.77319, 1.64725)  -0.028
H (-3.64834, 1.93681, 3.19777)  0.037
H (-4.04161, -0.84879, 3.21301)  0.024
H (-3.99197, -1.75485, 1.68717)  0.020
H (-5.29027, -0.58556, 1.96613)  0.035

Cartesian forces, eV/Å:
Ca -0.7565 0.8076 -0.1016
Br -0.0068 0.0110 0.0016
C 0.0401 -0.0006 -0.0258
C 0.0042 -0.0277 0.0101
C -0.0322 0.0210 -0.0876
C 0.0993 -0.0358 0.0525
O 0.2585 -0.1901 -0.1341
C -0.0271 -0.0031 0.0730
C 0.0156 -0.2973 -0.1697
N 0.1021 -0.2525 0.0751
C 0.0938 -0.0960 -0.0390
C 0.0217 0.0359 -0.0473
C -0.0650 0.0313 0.0056
C 0.0637 -0.0352 -0.0129
C 0.0484 0.0523 -0.0321
C -0.0154 -0.0021 0.0051
C -0.0132 -0.0071 -0.0132
C -0.0257 0.0442 0.0006
N 0.1373 -0.2022 0.0229
C -0.0704 -0.0277 -0.0163
C -0.0112 -0.0093 0.0125
H 0.0139 0.0021 -0.0088
H -0.0010 0.0190 -0.0089
H 0.0379 0.1085 0.0751
H 0.0147 -0.0073 0.0009
H 0.0005 -0.0088 0.0022
H -0.0153 -0.0185 0.0100
H -0.0035 0.0042 -0.0014
H -0.0137 0.0022 0.0014
H -0.0009 0.0021 0.0045
H -0.0015 -0.0154 0.0080
C 0.0570 -0.0779 0.0264
C -0.0072 0.0935 0.0827
N -0.0773 0.0538 -0.0476
N 0.1888 0.0710 0.0955
C -0.1204 -0.0246 0.1363
S -0.0590 0.0675 0.0787
S 0.0887 -0.0136 -0.1392
C 0.0465 -0.0612 -0.0640
C -0.0075 -0.0516 0.0195
C -0.0044 -0.0225 0.0067
C 0.0031 0.0119 0.0058
C 0.0062 0.0053 0.0131
C -0.0199 -0.0100 0.0049
C -0.0296 0.0817 0.0450
C -0.0508 -0.0050 -0.0406
C 0.0016 0.0403 -0.0047
C -0.0092 -0.0602 -0.0235
C -0.0081 0.0824 0.0149
C -0.0207 0.0129 -0.0013
C -0.0289 -0.0346 0.0187
O 0.1720 0.0167 0.0894
H 0.0035 -0.0236 -0.0118
H 0.0132 0.0027 0.0013
H -0.0064 0.0133 0.0045
H 0.0532 -0.0008 0.0424
H -0.0167 0.0134 -0.0474
H -0.0099 0.0033 0.0193
H 0.0037 0.0107 0.0111
H 0.0137 0.0130 -0.0031
H 0.0090 -0.0023 -0.0191
H -0.0392 -0.0549 -0.0464
H -0.0040 0.0029 -0.0039
H 0.0199 0.0034 0.0135
H 0.0118 -0.0122 0.0029
H 0.0038 -0.0370 -0.0066
Cl -0.0036 0.0058 -0.0014
C 0.0147 0.0012 -0.0187
C -0.0151 0.0013 0.0453
C 0.0217 0.0043 -0.0310
C -0.0105 -0.0296 -0.0028
N -0.1138 0.0516 -0.0320
C 0.0820 0.0049 0.1050
H 0.0008 -0.0063 0.0148
H 0.0087 -0.0105 0.0001
H 0.0138 -0.0289 -0.0444
H -0.0380 0.0409 -0.0108
C 0.0452 -0.0841 0.0735
S -0.0453 0.0025 -0.0427
C 0.0190 0.0256 -0.0270
H -0.0197 0.0173 -0.0095
H -0.0015 0.0273 -0.0033
H -0.0069 -0.0056 0.0238
H -0.0064 -0.0003 0.0225
H 0.0073 -0.0223 0.0041
H -0.0212 -0.0077 -0.0013


2.
Molecular formula: C5H8N2S
Method: DFT, wB97M-V/def2-TZVPD

Calculated values
Energy ... -19124.662 eV
Energy relative to the best compared isomer or geometry (same formula, charge and spin) ... 132.8 kcal per mole

Each line ends with the natural charge from an NBO analysis.
Cartesian coordinates (Å):
C (1.31687, 1.83307, -1.53394)  -0.051
C (0.20709, 1.10512, -1.56668)  -0.116
C (1.03607, 0.02077, 0.36771)  0.367
C (0.91879, -0.41430, 1.73299)  -0.760
C (-1.33339, -0.13399, -0.21391)  -0.429
N (2.08717, 1.76024, -0.43309)  -0.568
N (0.04385, 0.19017, -0.50519)  -0.407
S (3.49054, 2.27233, -0.00813)  0.125
H (1.41304, 2.67590, -2.20121)  0.217
H (-0.54306, 1.04788, -2.41653)  0.217
H (0.45965, 0.47225, 2.19891)  0.252
H (-0.01042, -1.05928, 1.81381)  0.239
H (1.94572, -0.68648, 2.11076)  0.268
H (-1.87360, 0.46960, 0.62764)  0.217
H (-1.82482, -0.11075, -1.22707)  0.225
H (-1.36820, -1.21194, 0.20900)  0.204

Cartesian forces, eV/Å:
C 0.7702 1.3365 0.5626
C -1.9255 -1.9074 -1.2076
C 0.7882 1.5927 -3.4963
C -1.1093 0.4287 0.3174
C -1.6376 -1.9305 0.9713
N -2.5512 -1.9775 0.6906
N 0.5482 0.8255 1.0916
S 1.8175 0.6641 0.2279
H 0.4992 -0.0530 -0.3334
H 1.1404 0.2906 1.4263
H 0.7756 0.1538 0.6944
H 1.6139 -0.3873 0.1975
H -1.6588 -0.0963 0.1527
H 1.1319 -0.4483 -1.8551
H -0.1578 -0.0267 1.5093
H -0.0450 1.5351 -0.9492


3.
Molecular formula: C5H12N2O
Method: DFT, wB97M-V/def2-TZVPD

Calculated values
Energy ... -10400.850 eV
Energy relative to the best compared isomer or geometry (same formula, charge and spin) ... 174.7 kcal per mole

Each line ends with the natural charge from an NBO analysis.
Cartesian coordinates (Å):
C (-1.26366, 0.44161, 0.15357)  -0.284
C (-1.65398, 1.45496, -0.88576)  -0.654
C (-0.07815, -0.77881, -0.93657)  -0.077
C (0.97239, -0.23188, -1.63073)  -0.576
H (-2.06885, -0.22112, 0.46188)  0.206
H (-0.78259, 0.90380, 1.01048)  0.185
H (-0.92468, -1.21805, -1.44910)  0.243
H (-2.34041, 2.18511, -0.44269)  0.223
H (-0.78171, 1.99294, -1.25748)  0.219
H (-2.16620, 0.98817, -1.73180)  0.208
H (0.78558, 0.12111, -2.63258)  0.213
H (1.94826, -0.05537, -1.21255)  0.202
C (1.64506, 0.05685, 1.53611)  -0.432
N (1.14846, -1.25199, 1.11357)  -0.440
N (-0.03034, -1.34649, 0.37711)  0.237
O (-0.79647, -2.29181, 0.70763)  -0.482
H (1.01576, -1.89412, 1.88560)  0.389
H (2.61176, -0.11283, 2.00923)  0.219
H (0.97974, 0.55238, 2.25154)  0.183
H (1.78003, 0.70555, 0.67253)  0.216

Cartesian forces, eV/Å:
C -0.8043 0.7989 0.0759
C -0.0585 -0.0322 -0.0778
C 0.4985 -0.2629 0.1256
C -0.4429 -0.2299 0.4128
H 0.1316 -0.0954 -0.0526
H 0.1787 -0.1530 -0.0239
H -0.0834 0.1986 0.0320
H 0.0241 -0.0077 -0.0098
H -0.0113 -0.0050 -0.0234
H 0.0759 0.0613 0.0516
H -0.0384 -0.0807 -0.0581
H 0.0013 -0.0140 0.0801
C -0.3441 -0.0200 -0.0302
N 0.2659 0.0042 -0.0509
N 0.5382 -0.4737 -0.4036
O 0.0730 0.2945 -0.0672
H -0.0608 0.0270 -0.0102
H -0.0432 0.0141 -0.0508
H 0.0818 0.0051 -0.0212
H 0.0180 -0.0292 0.1016


4.
Molecular formula: C14H32NO28S7
Method: DFT, wB97M-V/def2-TZVPD

Calculated values
Charge ... +1
Energy ... -149684.959 eV
Energy relative to the best compared isomer or geometry (same formula, charge and spin) ... 166.8 kcal per mole

Each line ends with the Löwdin charge.
Cartesian coordinates (Å):
N (0.96085, 0.97355, -1.22986)  0.356
H (0.74653, 1.91775, -0.94237)  0.162
H (1.85898, 0.97249, -1.69188)  0.162
H (0.24770, 0.72895, -1.90195)  0.158
H (0.88060, 0.25683, -0.52277)  0.162
C (1.42509, -6.05428, 5.76741)  -0.149
C (0.97347, -4.76631, 6.47067)  -0.166
O (-0.06929, -4.20212, 5.68317)  -0.209
S (-0.26624, -4.81463, 4.16379)  0.734
O (0.56322, -4.08958, 3.19917)  -0.270
O (-1.67298, -4.96635, 3.83680)  -0.227
O (0.54488, -6.18967, 4.62578)  -0.220
H (1.36840, -6.98299, 6.33520)  0.130
H (2.46920, -5.93467, 5.47823)  0.123
H (1.88056, -4.17903, 6.32790)  0.120
H (0.79686, -4.85355, 7.54273)  0.135
C (4.51989, 1.38602, 8.02849)  -0.165
C (2.99991, 1.74624, 7.90107)  -0.197
O (2.57455, 1.29131, 6.63792)  -0.203
S (3.82590, 1.49338, 5.50277)  0.757
O (3.75601, 2.74587, 4.79033)  -0.240
O (4.05713, 0.24368, 4.77710)  -0.254
O (4.94824, 1.68249, 6.72874)  -0.217
H (4.71766, 0.35313, 8.31509)  0.129
H (5.00385, 2.06631, 8.72926)  0.134
H (2.76030, 2.77407, 8.17357)  0.129
H (2.40336, 1.15192, 8.59318)  0.128
C (-6.45956, -0.71713, -6.43985)  -0.237
C (-7.21234, -0.29123, -5.17232)  -0.177
O (-6.67331, -1.02626, -4.08464)  -0.196
S (-5.40927, -2.00878, -4.58307)  0.779
O (-5.53555, -3.36229, -4.06474)  -0.226
O (-4.16007, -1.20184, -4.49487)  -0.278
O (-5.89776, -1.92591, -6.15887)  -0.188
H (-5.73664, -0.02506, -6.87172)  0.131
H (-7.19173, -0.77346, -7.24536)  0.134
H (-8.28764, -0.45211, -5.24939)  0.129
H (-7.12934, 0.79065, -5.06860)  0.128
C (-4.96893, 1.92805, 4.92821)  -0.209
C (-5.60121, 3.24205, 5.17864)  -0.261
O (-5.71253, 3.95756, 4.02972)  -0.173
S (-4.86924, 3.27953, 2.78849)  0.810
O (-3.42179, 3.59394, 2.83382)  -0.267
O (-5.55272, 3.25822, 1.47556)  -0.243
O (-5.15037, 1.77228, 3.54503)  -0.204
H (-5.49705, 1.12008, 5.43454)  0.145
H (-3.90448, 2.04776, 5.13000)  0.127
H (-4.93102, 3.83856, 5.79761)  0.134
H (-6.49814, 3.11803, 5.78545)  0.141
C (1.47082, 9.31356, 2.98375)  -0.214
C (2.98652, 9.51869, 3.00369)  -0.178
O (3.38424, 9.20268, 1.70236)  -0.191
S (2.14072, 8.91298, 0.64768)  0.722
O (1.96606, 7.48196, 0.31357)  -0.270
O (2.32439, 9.83082, -0.44416)  -0.229
O (1.00545, 9.45535, 1.67920)  -0.179
H (1.00996, 10.10159, 3.57934)  0.136
H (1.12920, 8.36177, 3.39055)  0.131
H (3.32261, 8.79830, 3.74947)  0.135
H (3.22724, 10.56881, 3.16920)  0.138
C (0.72209, -3.16615, -10.23036)  -0.181
C (1.60771, -2.39112, -11.26571)  -0.137
O (1.86160, -1.16877, -10.54143)  -0.237
S (0.66641, -0.80034, -9.41543)  0.778
O (-0.53692, -0.17389, -10.00543)  -0.258
O (1.33359, -0.04527, -8.32295)  -0.271
O (0.58174, -2.41545, -9.03736)  -0.204
H (1.26007, -4.10187, -10.07839)  0.130
H (-0.28446, -3.32700, -10.61647)  0.127
H (1.13450, -1.99306, -12.16333)  0.125
H (2.52851, -2.90806, -11.53592)  0.128
C (3.64219, -6.63916, -1.90112)  -0.143
C (2.29538, -6.39272, -2.71359)  -0.152
O (2.44846, -5.00127, -3.04712)  -0.238
S (4.08586, -4.53643, -3.27841)  0.741
O (4.33681, -3.16171, -2.90995)  -0.246
O (4.46286, -4.93591, -4.64467)  -0.259
O (4.63418, -5.65358, -2.22522)  -0.204
H (3.98368, -7.64688, -2.13775)  0.131
H (3.29663, -6.49782, -0.87705)  0.124
H (1.40451, -6.44443, -2.08766)  0.124
H (2.09364, -7.05877, -3.55251)  0.122

Cartesian forces, eV/Å:
N -0.5497 -0.0677 -0.7479
H -0.0289 0.3816 0.7628
H 0.5792 -0.2255 -0.1261
H -0.3400 -0.1277 -0.7508
H 0.3424 0.0098 0.8365
C -0.7017 -0.2984 -0.3782
C 1.7175 -0.0122 -1.0517
O -1.2273 0.3692 -0.5528
S 1.7255 0.3465 0.5451
O -1.2988 -1.2240 1.8152
O 2.5433 -0.3290 1.1500
O -0.8939 0.2361 -1.1401
H -0.4308 0.1364 0.0055
H -0.1782 -0.1054 -0.5220
H -0.3829 0.8528 0.4386
H -0.8587 0.0524 -0.3402
C -1.9190 0.7227 0.0020
C 0.1394 -1.3114 1.9886
O 1.2918 0.5074 -2.4552
S 0.6809 -0.8532 1.5996
O -0.2028 -1.5806 0.9107
O -0.8044 2.4423 1.5659
O 0.4334 -0.0226 -2.5274
H -0.1258 -0.0545 -0.2043
H 0.1133 -0.0393 -0.1916
H 0.2770 0.3040 -0.8229
H 0.0975 -0.1160 0.1231
C -1.2780 1.8111 -0.9101
C -0.1026 0.9969 -0.6257
O 1.3560 -1.2409 0.1765
S 0.6015 1.9732 -0.6315
O 0.2646 2.8661 -1.0421
O -2.9620 -2.4063 0.2102
O 1.2912 -2.8671 1.3672
H 0.3873 0.2791 0.7800
H -0.0678 -0.7391 -0.0179
H 0.1014 -0.6314 0.1274
H 0.4464 -0.0215 0.5855
C 0.6517 -0.1948 -0.6472
C 0.6061 0.8263 3.9510
O -0.2074 1.6186 -4.0112
S 0.2908 -2.4504 -0.5708
O -3.5205 -0.3840 0.2395
O 1.4836 0.5007 3.9100
O 0.7936 0.5973 -2.7353
H 0.4925 -0.0502 -0.0641
H 0.0800 -0.8194 0.3019
H 0.0082 -0.0926 0.4672
H -0.6537 0.4297 -0.8560
C -0.7089 0.5617 1.8046
C -1.5014 -0.2495 0.1533
O -0.1020 -1.2911 -1.8403
S 0.6979 -0.8714 -0.9588
O 0.3955 3.2052 1.4913
O -0.5426 -0.9343 1.2557
O 0.5240 -0.3549 -2.0217
H -0.1854 -0.0583 -0.0641
H 0.3079 -0.1901 -0.0583
H 0.8494 0.3774 -0.1235
H 0.2601 -0.2337 0.3561
C -0.1769 -0.6807 -1.7385
C -1.1120 1.6219 0.9033
O -0.4731 1.4500 1.0670
S 1.9287 1.6170 0.3742
O 2.6864 -2.4019 1.0841
O -1.8465 -2.4470 -2.7081
O -0.3228 1.7904 0.1592
H -0.4839 0.0245 0.7936
H 0.1514 -0.3203 -0.1466
H -0.4386 -0.9562 -0.1715
H 0.0813 0.3073 0.4207
C -2.0242 -0.5538 -0.3397
C 1.4252 1.0295 0.4272
O 1.4025 1.3464 -0.6575
S -1.0387 -1.7656 -2.7197
O -0.7489 -2.1003 0.4343
O -0.7125 0.6944 3.0185
O -0.5319 0.9225 -0.5653
H 0.4541 0.2784 0.3525
H 0.8609 -0.1920 0.1942
H 0.2821 0.0364 0.2804
H 0.5816 0.3432 -0.3936


Q: Which of these has the lowest energy?
A: C39H34BrCaClN5O2S3


Q: The highest energy belongs to which entry?
A: C5H12N2O


Q: Look up the energy relative to the best compared isomer or geometry (same formula, charge and spin) of the first one.
A: 36.8 kcal per mole


Q: energy of number 4 (C14H32NO28S7)?
A: -149684.959 eV